122
Properties=species:S:1:pos:R:3 method="wB97M-V/def2-TZVPD" total_charge=+4 homo_lumo_gap_ev=7.15 homo_energy_ev=-16.99
Tl 0.234 -0.831 -0.420
C -3.552 1.993 4.637
C -4.641 2.340 3.620
C -4.166 3.398 2.627
Sb -2.566 2.621 1.456
C -1.529 4.197 0.597
C -0.654 3.971 -0.460
C -0.120 5.054 -1.138
C -0.449 6.350 -0.755
C -1.321 6.570 0.298
C -1.873 5.492 0.979
C -3.474 1.555 -0.087
C -3.693 2.241 -1.280
C -4.457 1.644 -2.275
C -4.984 0.376 -2.083
C -4.761 -0.304 -0.893
C -4.008 0.285 0.110
Sb -1.934 1.016 3.658
C -2.468 -1.010 3.713
C -2.740 -1.459 5.005
C -3.152 -2.769 5.196
C -3.286 -3.620 4.108
C -2.986 -3.176 2.829
C -2.566 -1.868 2.628
C -0.241 1.251 4.842
C 0.897 0.492 4.580
C 1.979 0.582 5.442
C 1.920 1.411 6.556
C 0.776 2.147 6.822
C -0.315 2.071 5.965
H -3.912 1.319 5.414
H -3.177 2.898 5.116
H -5.513 2.727 4.150
H -4.989 1.443 3.095
H -3.823 4.295 3.146
H -4.939 3.686 1.914
H -0.410 2.961 -0.766
H 0.546 4.894 -1.975
H -0.030 7.192 -1.287
H -1.582 7.578 0.588
H -2.562 5.681 1.792
H -3.291 3.234 -1.442
H -4.652 2.178 -3.195
H -5.588 -0.078 -2.856
H -5.195 -1.282 -0.739
H -3.884 -0.233 1.051
H -2.645 -0.810 5.867
H -3.386 -3.117 6.193
H -3.635 -4.632 4.260
H -3.079 -3.844 1.985
H -2.312 -1.542 1.629
H 0.936 -0.189 3.737
H 2.869 -0.002 5.252
H 2.767 1.475 7.225
H 0.728 2.780 7.696
H -1.196 2.655 6.190
O 2.886 -1.477 -0.012
H 3.539 -0.957 0.475
H 2.716 -2.239 0.572
O 1.889 0.035 -2.484
N 1.047 -0.932 -3.227
C 1.803 3.404 2.686
S 1.766 1.879 1.752
C 2.400 2.499 0.194
O 0.286 1.554 1.544
H 1.081 4.090 2.242
H 2.807 3.820 2.634
H 1.554 3.176 3.719
H 1.905 3.426 -0.080
H 2.235 1.729 -0.561
H 3.469 2.663 0.317
C 2.604 2.017 -5.430
Si 3.869 0.656 -5.498
C 5.473 1.112 -4.670
C 4.036 -0.307 -7.071
Sb 3.011 -1.132 -3.694
Si 3.501 -3.597 -2.693
C 1.887 -4.001 -1.851
C 3.731 -4.416 -4.347
C 5.040 -3.493 -1.652
Si -0.365 -0.373 -4.221
C -0.699 1.419 -3.828
C -1.769 -1.427 -3.595
C -0.030 -0.745 -6.012
H 3.120 2.942 -5.699
H 2.210 2.139 -4.422
H 1.783 1.878 -6.129
H 5.964 1.879 -5.274
H 6.165 0.272 -4.605
H 5.328 1.532 -3.674
H 4.459 0.363 -7.825
H 3.082 -0.666 -7.457
H 4.722 -1.148 -6.975
H 1.373 -4.777 -2.420
H 1.224 -3.137 -1.814
H 2.053 -4.362 -0.835
H 2.856 -4.333 -4.993
H 3.893 -5.484 -4.176
H 4.608 -4.046 -4.880
H 4.927 -4.106 -0.756
H 5.273 -2.482 -1.323
H 5.893 -3.875 -2.213
H -0.603 1.609 -2.755
H -1.732 1.642 -4.098
H -0.060 2.122 -4.357
H -2.132 -1.095 -2.620
H -1.488 -2.478 -3.515
H -2.612 -1.371 -4.285
H 0.716 -0.092 -6.460
H -0.938 -0.652 -6.608
H 0.307 -1.778 -6.126
S 0.902 -2.796 1.962
C 0.333 -4.375 2.279
N 0.562 -4.903 3.514
C 0.184 -6.147 3.869
C -0.468 -6.917 2.947
C -0.688 -6.330 1.693
N -0.309 -5.109 1.366
H 1.060 -4.318 4.176
H 0.429 -6.461 4.873
H -0.787 -7.922 3.174
H -1.199 -6.888 0.917